Computed, not measured: a structure of composition C57H38N10PPbS at a distorted geometry, with ωB97M-V/def2-TZVPD.

Structure (ORCA input):
```
! wB97M-V def2-TZVPD RIJCOSX def2/J DEFGRID3
* xyz -1 1
Pb 0.1730 0.2829 1.0045
C -6.3593 -0.1390 0.1243
C -6.1192 -1.4801 0.0278
C -4.8926 -2.1085 0.3505
C -3.9599 -1.2853 0.9741
C -2.4988 -1.3953 1.2943
N -1.9420 -2.6668 1.1937
C -0.7196 -2.8478 1.6225
C -0.0571 -4.1117 1.4868
C -0.3307 -5.3646 0.8058
C 0.4725 -6.5555 1.1181
C 1.7391 -6.3871 1.8309
C 2.0570 -5.0891 2.3880
C 1.1518 -4.0814 2.2857
C 1.2705 -2.6584 2.5961
N 2.3861 -2.3050 3.1606
C 2.6174 -0.8982 3.3901
N 1.6420 0.0543 3.3957
C 2.2306 1.2577 3.6949
N -0.6025 1.8527 2.7844
C 0.2645 2.5513 3.6605
N 1.6084 2.3882 3.9495
C -1.7978 2.3042 2.8225
N -2.9349 1.9795 2.0551
C -2.9566 0.8133 1.5711
N -1.9787 -0.2182 1.6579
C -4.2491 0.1014 1.1187
C -5.4088 0.6777 0.6035
C -1.8491 3.3842 3.8387
C -2.9891 3.9924 4.4457
C -2.7909 4.9271 5.5206
C -1.4467 5.0855 5.9005
C -0.3349 4.4581 5.3181
C -0.5959 3.5145 4.3181
C 3.6564 1.0237 4.0098
C 4.7180 1.9569 4.0091
C 5.9620 1.4814 3.8921
C 6.2273 0.1173 3.6795
C 5.1596 -0.8340 3.6758
C 3.8334 -0.3691 3.6792
N 0.1321 -1.9415 2.3356
H -7.2955 0.2334 -0.3041
H -6.9177 -2.0646 -0.4397
H -4.6953 -3.1385 0.0878
H -1.0369 -5.4253 0.0565
H 0.2006 -7.3047 0.4466
H 2.4393 -7.2943 1.7219
H 3.0910 -4.8896 2.7839
H -5.2814 1.7610 0.4998
H -3.9574 3.6832 4.2895
H -3.5706 5.3840 6.1093
H -1.1725 5.8548 6.6255
H 0.7405 4.5969 5.5146
H 4.5826 3.0533 4.0003
H 6.7209 2.3892 3.8179
H 7.1632 -0.2122 3.3705
H 5.2798 -1.8855 3.5009
C -4.7473 -2.0456 -3.1017
C -4.2506 -0.7447 -3.1896
C -2.9719 -0.4645 -2.7346
C -2.2165 -1.4486 -2.1341
C -2.7474 -2.7005 -1.9106
C -3.9360 -3.0151 -2.4738
P -0.5581 -1.1082 -1.6552
C 0.4403 -2.5317 -2.2483
C 0.2234 -3.0567 -3.5008
C 1.0047 -4.1119 -3.9659
C 1.8624 -4.7832 -3.0885
C 1.9732 -4.3325 -1.7908
C 1.3690 -3.1314 -1.4352
C -0.0110 0.3882 -2.7891
C 0.5352 0.2806 -3.9960
C 0.5675 1.3726 -4.8505
C 0.0355 2.5339 -4.4437
C -0.2847 2.8022 -3.0537
C -0.6445 4.1066 -2.6117
C -1.1348 4.1783 -1.3260
C -1.0314 3.0700 -0.4237
C -0.6552 1.7958 -0.7945
C -0.3653 1.6992 -2.1876
H -5.6930 -2.3818 -3.4907
H -4.7729 0.0897 -3.6720
H -2.5012 0.4753 -2.9992
H -2.1529 -3.5122 -1.3436
H -4.2123 -4.1118 -2.3949
H -0.7128 -2.6910 -4.0063
H 0.9087 -4.3897 -5.0092
H 2.6105 -5.4850 -3.5494
H 2.6759 -4.7310 -1.1173
H 1.5100 -2.6332 -0.5148
H 0.7634 -0.7478 -4.3326
H 0.9016 1.3433 -5.8689
H -0.0470 3.3962 -5.1214
H -0.6937 4.8856 -3.3895
H -1.5333 5.1379 -0.9682
H -1.4646 3.3076 0.5344
S 5.1772 1.6756 -5.8637
C 4.4352 2.4718 -4.5178
N 4.5002 3.7698 -4.2902
C 3.5916 4.1403 -3.2440
C 3.0790 2.8142 -2.6408
N 3.5873 1.9149 -3.6689
H 5.2623 4.3800 -4.6136
H 2.6762 4.6129 -3.6147
H 3.9863 4.8107 -2.4674
H 2.0226 2.7948 -2.5334
H 3.5198 2.7641 -1.6344
H 3.3413 0.9369 -3.6336
*
```

Summary:
* relative energy (zero: lowest compared OMol25 entry of this formula, charge and spin): 0.679 eV
* LUMO (spin up / spin down): 0.9545 / 0.9682 eV
* Kohn-Sham gap (spin up / spin down): 0.1773 / 0.1742 hartree
* largest force on an atom: 0.1126 Eh/bohr

Computed, not measured: a structure of composition C57H40ClF6INO2P2PdSSb at a distorted geometry, with ωB97M-V/def2-TZVPD.

Structure (ORCA input):
```
! wB97M-V def2-TZVPD RIJCOSX def2/J DEFGRID3
* xyz 3 6
Pd -0.6049 -0.5155 -0.6288
O -1.0263 2.1670 -1.9278
S -0.4362 1.7564 -0.6449
C 1.2061 2.5340 -0.4894
C 1.3527 3.6537 0.2984
C 2.4029 4.6124 0.0743
C 3.3038 4.3690 -0.9232
C 4.5081 5.1221 -1.4022
C 4.9965 4.3416 -2.6646
C 4.2390 3.0344 -2.5858
C 4.3840 1.8331 -3.2589
C 3.5015 0.7636 -2.9248
C 2.4754 0.8572 -1.9886
P 1.7943 -0.7024 -1.3732
C 1.7183 -1.7748 -2.8386
C 1.8146 -3.1863 -2.6691
C 1.8841 -4.0294 -3.7709
C 1.8987 -3.4905 -5.0649
C 1.7625 -2.1198 -5.2498
C 1.6211 -1.2942 -4.1535
C 3.2734 -1.1868 -0.4405
C 3.6832 -0.4524 0.6988
C 4.7349 -0.8434 1.4839
C 5.5148 -1.9445 1.1373
C 5.1972 -2.5969 -0.0619
C 4.1323 -2.2222 -0.8583
C 2.2258 2.1387 -1.3908
C 3.1722 3.1717 -1.6409
C -1.5043 2.5564 0.5626
C -2.1656 3.6421 0.0202
C -2.9860 4.4806 0.7992
C -3.0796 4.2023 2.1539
C -3.8764 4.8187 3.2375
C -3.4257 4.0870 4.5268
C -2.6112 2.9617 4.0659
C -2.0214 1.8894 4.7235
C -1.3293 0.8993 3.9633
C -1.1825 0.9981 2.5706
P -0.6925 -0.5189 1.7242
C 0.7422 -1.0114 2.7248
C 1.1337 -2.3417 3.0603
C 1.9405 -2.5506 4.1484
C 2.6177 -1.4806 4.7835
C 2.4252 -0.2129 4.2811
C 1.4999 0.0209 3.2647
C -1.9601 -1.6617 2.3416
C -3.1381 -1.3011 2.9975
C -3.9708 -2.3449 3.4950
C -3.7825 -3.6663 3.1838
C -2.6772 -4.0381 2.2706
C -1.7364 -2.9663 1.9381
C -1.6450 2.1735 1.9071
C -2.4253 3.0518 2.6880
H 0.7446 3.7852 1.1745
H 2.4532 5.4815 0.6980
H 5.2886 5.1274 -0.5823
H 4.3325 6.1884 -1.5817
H 6.0693 4.2007 -2.7151
H 4.7180 4.8494 -3.6212
H 5.1703 1.6976 -4.0033
H 3.6751 -0.2033 -3.3953
H 1.7857 -3.5264 -1.6528
H 1.8974 -5.0889 -3.6783
H 2.0138 -4.1791 -5.9205
H 1.7305 -1.7189 -6.2864
H 1.4064 -0.2691 -4.3311
H 3.1060 0.3943 1.0260
H 4.9961 -0.2337 2.3351
H 6.3211 -2.2956 1.8096
H 5.8288 -3.4325 -0.3573
H 4.0152 -2.6647 -1.8278
H -2.0441 3.8228 -1.0392
H -3.5694 5.2899 0.3387
H -4.9717 4.6929 3.0603
H -3.7468 5.9090 3.2268
H -4.2323 3.7158 5.1678
H -2.8070 4.7630 5.1964
H -2.0155 1.8747 5.7929
H -1.0072 -0.0026 4.4573
H 0.6933 -3.1908 2.5289
H 2.0789 -3.5532 4.5090
H 3.2769 -1.6520 5.6082
H 3.0961 0.5683 4.6136
H 1.3399 1.0603 2.9659
H -3.3073 -0.2762 3.2394
H -4.8410 -2.0667 4.0665
H -4.4829 -4.3987 3.5968
H -2.2297 -4.9942 2.5347
H -0.9690 -3.1900 1.2268
Cl -6.4023 -0.7315 -4.7971
C -4.7919 -0.6665 -4.2242
C -3.7688 -0.6748 -5.1492
C -2.4294 -0.5819 -4.7735
I -1.0377 -0.4338 -6.3099
C -2.0605 -0.6067 -3.3825
O -0.8730 -0.8015 -2.9500
C -3.1131 -0.4011 -2.4377
N -2.7873 -0.2179 -1.1559
C -3.7251 -0.0152 -0.2465
C -5.0971 -0.0635 -0.5341
C -5.4615 -0.4043 -1.8348
C -4.4848 -0.5182 -2.8383
H -4.0403 -0.7306 -6.2165
H -3.3628 0.1788 0.7819
H -5.8492 0.0972 0.2085
H -6.5177 -0.4984 -2.1054
F -0.6410 -3.1062 -0.9503
Sb -1.1680 -5.1153 -1.2255
F -3.2448 -4.4224 0.9554
F -0.5393 -5.5323 0.6105
F -2.1511 -6.7100 -0.8607
F 0.5028 -5.6754 -2.0289
F -1.6494 -4.5360 -2.8896
*
```

Summary:
* relative energy (zero: lowest compared OMol25 entry of this formula, charge and spin): 0.302 eV
* expectation value of S²: 8.854
* LUMO (spin up / spin down): -10.0405 / -11.6942 eV
* Kohn-Sham gap (spin up / spin down): 0.1676 / 0.1123 hartree
* largest force on an atom: 0.0952 Eh/bohr